Density functional theory data (ωB97M-V with the def2-TZVPD basis set) for C5H10O2 as an isolated structure in a non-equilibrium geometry.

```
17
Properties=species:S:1:pos:R:3:forces:R:3:mulliken_charge:R:1
C -1.36086 0.03925 1.03599 0.95 -1.65 1.89 -0.12
C -2.54135 0.03434 1.70329 0.14 1.25 -0.24 -0.65
C -0.80614 -0.74338 -2.28750 2.47 -0.83 2.02 -0.69
O 2.98095 1.44676 -0.68455 -0.45 0.32 -0.33 -0.85
C -0.52004 -0.34481 -0.98864 2.91 -0.21 -2.28 0.03
C -0.80909 -1.02788 0.22841 -4.21 2.31 -2.23 -0.01
H -0.70769 0.88758 1.11230 0.34 0.39 0.40 0.38
H -2.74404 0.84306 2.41852 0.02 -0.18 -0.58 0.27
H -3.41280 -0.48724 1.34510 0.08 -0.96 0.46 0.28
H -0.83436 -1.83217 -2.35596 -1.12 0.21 -0.69 0.29
H -0.41012 -0.13660 -3.12397 -0.93 -0.28 0.51 0.31
H 3.60679 1.19466 -1.36990 0.09 -0.11 0.21 0.23
H 0.18537 0.49498 -0.92232 -0.85 0.47 0.39 0.27
H -1.41226 -1.94449 0.14380 0.92 -0.25 0.50 0.33
H 2.98632 0.71318 2.03486 0.01 -0.17 0.08 0.26
H 2.96671 0.75686 0.40826 -0.16 -0.49 -0.25 0.42
O 2.83259 0.10588 1.30231 -0.22 0.22 0.14 -0.76
```
Forces are in eV/Å.

F_max: 5.3 eV Å⁻¹
E: -346.687402 a.u.
highest occupied orbital energy: -7.5 eV
ΔE to the lowest compared entry with this formula, charge and spin: 887.50 kJ/mol


Density functional theory data (ωB97M-V with the def2-TZVPD basis set) for one molecule with the formula C5H10O2 in a non-equilibrium geometry.

```
17
Properties=species:S:1:pos:R:3:forces:R:3:mulliken_charge:R:1
O -2.11888 -0.83217 -0.64263 0.09 1.72 -0.08 -0.64
C -1.47119 0.54999 -0.24263 -0.91 -0.35 -0.74 -0.71
C -0.20600 0.59854 0.69790 -0.49 -0.73 -0.38 0.32
C 0.10052 -0.89613 0.61139 0.36 -0.59 0.26 -0.62
C 1.32334 -0.93480 -0.31250 0.25 -0.48 0.06 -0.51
O 1.50778 0.36794 -0.86249 0.01 -0.11 -0.08 -0.40
C 1.07819 1.27322 0.12373 -0.52 -0.06 0.03 -0.70
H -1.90581 -1.17648 -1.53663 0.23 0.96 0.70 0.32
H -1.20849 1.01215 -1.18468 -0.39 0.43 -0.12 0.33
H -2.33458 0.93063 0.28036 -0.10 0.66 -0.29 0.30
H -0.38573 0.99701 1.71590 -0.39 -0.41 -0.61 0.46
H 0.19228 -1.35455 1.58776 0.63 -0.18 0.14 0.38
H -0.79440 -1.34955 0.11178 1.73 -0.31 1.13 0.26
H 1.19159 -1.60116 -1.16834 0.11 -0.07 0.15 0.32
H 2.20860 -1.23700 0.25449 0.18 0.01 -0.13 0.27
H 0.96139 2.26366 -0.34131 -0.24 -0.32 0.06 0.34
H 1.86137 1.38870 0.90789 -0.54 -0.18 -0.10 0.30
```
Forces are in eV/Å.

F_max: 2.1 eV Å⁻¹
E: -346.907879 a.u.
highest occupied orbital energy: -9.6 eV
ΔE to the lowest compared entry with this formula, charge and spin: 308.64 kJ/mol
SMILES: OC[C@H]1CCOC1


Density functional theory data (ωB97M-V with the def2-TZVPD basis set) for one molecule with the formula C5H10O2.

```
17
Properties=species:S:1:pos:R:3:forces:R:3:mulliken_charge:R:1
C -2.33840 -0.59179 -0.47876 -0.05 -0.03 0.03 -1.21
C -1.15482 0.35645 -0.64272 0.01 0.07 -0.04 -0.58
C 0.05572 -0.07425 0.17778 -0.16 0.26 0.04 0.37
O 0.37491 -1.39117 -0.22044 0.13 -0.16 0.12 -0.58
C 1.24087 0.88751 -0.05233 -0.04 -0.05 -0.03 -0.75
C 2.58532 0.24282 0.16680 0.04 -0.20 0.30 0.04
O 2.77901 -0.67651 0.93293 -0.06 0.40 -0.31 -0.54
H -3.17114 -0.30314 -1.12905 0.13 -0.02 0.12 0.36
H -2.03518 -1.61032 -0.73621 -0.09 0.16 0.04 0.29
H -2.69957 -0.59782 0.55628 0.04 0.00 -0.14 0.31
H -0.85025 0.38251 -1.69738 -0.02 0.00 0.12 0.37
H -1.42846 1.38337 -0.36380 0.04 -0.16 -0.03 0.30
H -0.21619 -0.06469 1.24588 0.07 -0.02 -0.14 0.21
H 1.05581 -1.70414 0.39260 -0.05 -0.03 -0.19 0.33
H 1.17662 1.73776 0.64298 0.03 -0.09 -0.09 0.36
H 1.21525 1.32004 -1.06056 0.02 -0.14 0.08 0.36
H 3.42810 0.65544 -0.42350 -0.04 0.01 0.12 0.37
```
Forces are in eV/Å.

F_max: 0.5 eV Å⁻¹
E: -346.978608 a.u.
highest occupied orbital energy: -10.1 eV
ΔE to the lowest compared entry with this formula, charge and spin: 122.94 kJ/mol
SMILES: CC[C@@H](O)CC=O


Density functional theory data (ωB97M-V with the def2-TZVPD basis set) for C5H10O2 as an isolated structure.

```
17
Properties=species:S:1:pos:R:3:forces:R:3:mulliken_charge:R:1
O -1.03570 -0.04498 1.88390 -0.25 -0.19 0.14 -0.54
C -1.05237 1.06434 1.00199 0.07 0.31 -0.23 -0.66
C 0.29674 1.11513 0.30292 0.04 0.05 0.00 -0.86
C 0.48554 0.09415 -0.83539 -0.01 0.06 -0.04 0.16
C 1.60770 -0.94921 -0.67254 0.37 0.22 -0.01 -0.61
O 0.68205 -2.04003 -0.66435 0.05 -0.18 0.00 -0.42
C -0.42027 -1.15560 -0.89652 -0.38 0.09 -0.08 -0.39
H -1.94284 -0.29404 2.09213 0.12 0.04 0.08 0.31
H -1.21717 1.99431 1.56371 0.02 -0.10 -0.06 0.39
H -1.86344 0.98162 0.26087 0.11 -0.04 0.12 0.36
H 1.05952 0.96481 1.07720 -0.09 -0.01 -0.10 0.34
H 0.45021 2.12903 -0.08307 -0.04 -0.12 0.02 0.37
H 0.52798 0.61997 -1.79498 0.00 -0.12 0.17 0.46
H 2.17425 -0.87826 0.26655 -0.11 -0.04 -0.15 0.29
H 2.30738 -1.01988 -1.51568 -0.07 0.00 0.13 0.27
H -0.88459 -1.33862 -1.87479 0.09 0.04 0.12 0.26
H -1.17498 -1.24273 -0.11196 0.09 -0.02 -0.11 0.26
```
Forces are in eV/Å.

F_max: 0.4 eV Å⁻¹
E: -346.931848 a.u.
highest occupied orbital energy: -9.4 eV
ΔE to the lowest compared entry with this formula, charge and spin: 245.71 kJ/mol


Density functional theory data (ωB97M-V with the def2-TZVPD basis set) for one molecule with the formula C5H10O2.

```
17
Properties=species:S:1:pos:R:3:forces:R:3:mulliken_charge:R:1
C -0.44131 2.43847 -0.67558 0.01 -0.01 -0.01 -1.18
C 0.41492 1.41414 0.04580 0.07 0.25 0.14 -0.22
O 0.11603 0.12908 -0.47489 -0.09 -0.01 -0.11 -0.36
C 0.23869 -0.97598 0.41032 0.07 -0.06 0.04 0.38
C -1.11281 -1.70015 0.48204 0.09 -0.02 0.03 -1.14
C 1.32036 -1.85812 -0.20284 0.45 -0.01 0.17 -0.20
O 2.36289 -2.13666 0.33724 -0.51 0.08 -0.16 -0.47
H -1.50205 2.28110 -0.45409 0.17 0.03 -0.03 0.29
H -0.15616 3.44596 -0.35234 -0.08 -0.14 -0.09 0.38
H -0.30274 2.35979 -1.75876 0.02 0.04 0.18 0.29
H 1.48010 1.65233 -0.08642 -0.09 -0.14 -0.02 0.28
H 0.20860 1.44570 1.12432 -0.01 -0.05 -0.11 0.31
H 0.61336 -0.65631 1.39392 -0.23 -0.03 -0.18 0.38
H -1.31395 -2.11522 1.47337 0.12 -0.02 -0.15 0.29
H -1.90188 -0.98470 0.23568 0.11 -0.09 0.08 0.30
H -1.15902 -2.51093 -0.25583 -0.04 0.13 0.12 0.34
H 1.10647 -2.19961 -1.23898 -0.05 0.05 0.11 0.32
```
Forces are in eV/Å.

F_max: 0.5 eV Å⁻¹
E: -346.956586 a.u.
highest occupied orbital energy: -9.5 eV
ΔE to the lowest compared entry with this formula, charge and spin: 180.76 kJ/mol
SMILES: CCO[C@@H](C)C=O


Density functional theory data (ωB97M-V with the def2-TZVPD basis set) for a 2-piece molecular cluster, C5H10O2 overall in a non-equilibrium geometry.

```
17
Properties=species:S:1:pos:R:3:forces:R:3:mulliken_charge:R:1
O -1.86633 -0.42075 1.25113 -0.19 -0.19 0.30 -0.53
C -1.05601 0.49931 0.59846 0.12 -0.08 -0.71 -0.18
C 0.40553 0.38628 0.47102 0.29 0.06 0.22 -0.01
C 0.93147 -1.02507 0.70296 0.19 -0.11 0.16 -0.64
C 1.30635 -1.40836 -0.71013 0.01 -0.15 0.12 -0.41
O 0.12039 -1.01315 -1.41531 -0.50 -0.14 0.32 -0.44
C -0.31087 0.21250 -0.83755 -0.65 0.03 0.53 -0.29
H -2.76108 -0.05807 1.16265 0.31 -0.46 0.07 0.31
H -1.33427 1.52356 0.90282 -0.16 -0.41 -1.05 0.29
H 1.04835 1.22957 0.70163 0.00 -0.05 0.15 0.32
H 1.70782 -1.05554 1.46409 0.14 -0.06 -0.11 0.41
H 0.09680 -1.66978 1.00196 0.27 0.10 0.15 0.20
H 1.48065 -2.47256 -0.88588 -0.16 0.12 0.04 0.33
H 2.20106 -0.84652 -1.03931 -0.38 -0.07 -0.15 0.25
H -0.67031 0.84192 -1.62816 0.71 0.57 0.04 0.37
H -0.92862 2.68362 -0.63133 0.02 0.41 -0.12 0.01
H -0.37093 2.59304 -1.10906 -0.02 0.43 0.04 0.01
```
Forces are in eV/Å.

F_max: 1.1 eV Å⁻¹
E: -346.852391 a.u.
highest occupied orbital energy: -8.3 eV
ΔE to the lowest compared entry with this formula, charge and spin: 454.32 kJ/mol
SMILES: O[C@H]1[C@H]2CCO[C@@H]12.[H][H]


Density functional theory data (ωB97M-V with the def2-TZVPD basis set) for a 2-piece molecular cluster, C5H10O2 overall in a non-equilibrium geometry.

```
17
Properties=species:S:1:pos:R:3:forces:R:3:mulliken_charge:R:1
C 2.82716 -1.04760 0.02009 -0.70 -0.72 -0.10 -0.58
C 1.71484 -0.82210 0.72091 -0.18 1.06 0.92 -0.26
C 0.35373 -1.25283 0.31427 0.73 -1.53 0.14 -0.37
C -0.66388 -0.42217 0.09984 -0.63 0.39 -0.37 0.43
C -1.90261 -0.57500 -0.77555 -0.34 -1.73 2.07 -1.01
O -0.67939 0.82987 0.70388 0.45 0.17 0.08 -0.54
H 3.58925 -0.27161 0.01210 0.50 -0.84 0.52 0.25
H 2.87618 -1.96817 -0.57409 0.12 0.85 -0.61 0.25
H 1.83702 -0.15839 1.57902 -0.46 0.63 -0.56 0.28
H 0.30469 -2.33418 0.09928 -0.31 0.72 -0.78 0.36
H -2.35977 0.35711 -1.08836 0.48 0.21 -0.09 0.30
H -2.64785 -1.03762 -0.05542 0.34 0.31 -1.08 0.25
H -1.72963 -1.26229 -1.59732 -0.13 0.03 -0.09 0.34
H -1.01152 0.74734 1.60171 0.13 0.01 0.11 0.28
O -0.61394 3.32740 -0.20122 0.17 0.32 0.02 -0.69
H -0.62497 2.37723 0.02102 -0.23 0.42 -0.30 0.43
H -1.26932 3.51299 -0.88017 0.06 -0.29 0.12 0.29
```
Forces are in eV/Å.

F_max: 2.7 eV Å⁻¹
E: -346.904587 a.u.
highest occupied orbital energy: -8.7 eV
ΔE to the lowest compared entry with this formula, charge and spin: 317.28 kJ/mol
SMILES: C=C/C=C(/C)O.O


| no. | frontier orbital gap (eV) |
| --- | --- |
| 1 | 3.2 |
| 2 | 10.5 |
| 3 | 11.0 |
| 4 | 10.3 |
| 5 | 10.5 |
| 6 | 9.1 |
| 7 | 9.3 |